Entry 1:
This record from OMol25 describes a molecular structure, C3H7ClCuNO at a distorted geometry. The level of theory is the ωB97M-V functional and the def2-TZVPD basis.

Results
Highest occupied orbital energy   -8.1915 eV
Lowest unoccupied orbital energy   -0.146 hartree
Gap between HOMO and LUMO   0.1552 hartree

```
! wB97M-V def2-TZVPD RIJCOSX def2/J DEFGRID3
* xyz 0 1
Cu 11.27369 -6.44847 -15.98045
Cl 13.61873 -5.70839 -19.35339
C 8.53358 -3.28866 -24.19637
C 8.21071 -4.73569 -24.25709
O 7.61790 -5.16531 -25.22481
N 8.76345 -5.49248 -23.30797
C 8.62795 -6.91851 -23.15293
H 8.26892 -2.81770 -23.24965
H 8.25058 -2.59190 -24.98537
H 9.61436 -3.15463 -24.24163
H 9.46391 -5.11361 -22.68675
H 8.09025 -7.02083 -22.21033
H 9.51573 -7.51222 -22.93509
H 8.12930 -7.30373 -24.04234
*
```

Entry 2:
This record from OMol25 describes a molecular structure, C5H8OS at a distorted geometry. The level of theory is the ωB97M-V functional and the def2-TZVPD basis.

Results
Highest occupied orbital energy   -9.2675 eV
Lowest unoccupied orbital energy   0.031 hartree
Gap between HOMO and LUMO   0.3711 hartree

```
! wB97M-V def2-TZVPD RIJCOSX def2/J DEFGRID3
* xyz 0 1
C 0.82092 0.04405 -0.68589
C -0.03393 0.66426 0.41680
C -1.38218 0.71362 -0.28786
C -0.18286 -1.12239 -0.44237
C -0.17192 -0.76060 1.06655
H 2.81520 1.12307 0.03615
H 0.62634 0.45133 -1.65995
H 0.31516 1.52746 1.00344
H -2.22294 0.85826 0.45581
H -1.39836 1.42744 -1.13108
H 0.04897 -2.13663 -0.80914
H -1.11255 -0.96616 1.62026
H 0.71984 -1.06376 1.60506
O -1.41505 -0.59895 -0.90245
S 2.57334 -0.16099 -0.28533
*
```

Entry 3:
This record from OMol25 describes a molecular structure, C16H28FNO12 at a distorted geometry. The level of theory is the ωB97M-V functional and the def2-TZVPD basis.

Results
Highest occupied orbital energy   -9.6782 eV
Lowest unoccupied orbital energy   -0.033 hartree
Gap between HOMO and LUMO   0.3223 hartree

```
! wB97M-V def2-TZVPD RIJCOSX def2/J DEFGRID3
* xyz 0 1
N -0.59957 -0.81943 -2.69845
H 0.42443 -0.60943 -2.71845
H -0.95857 0.06457 -2.12745
H -0.91257 -1.68443 -2.25745
H -0.84457 -0.95943 -3.58845
F 0.33243 0.17757 -0.17945
C -4.50957 0.97157 1.87955
C -3.89557 1.70857 0.66955
C -2.68057 1.05957 -0.07245
O -3.17957 0.97557 -1.44745
C -4.48657 1.33957 -1.49445
O -5.15057 1.24757 -2.43645
O -4.80057 1.83257 -0.35345
H -5.40657 1.49457 2.30455
H -3.85157 1.49757 2.73755
H -4.66157 -0.07743 1.73355
H -3.65257 2.66657 0.99955
H -2.31557 0.12357 0.01155
H -1.76057 1.61057 -0.12145
C 3.74143 -2.14643 -2.48845
C 4.39043 -1.16443 -1.51445
C 3.82643 -0.91443 -0.11945
O 4.84743 -1.10943 0.76755
C 5.98343 -1.51743 0.17455
O 7.02343 -1.70443 0.82655
O 5.78143 -1.48043 -1.17345
H 3.83943 -3.06843 -2.11545
H 4.45743 -2.37443 -3.31145
H 2.80743 -1.79143 -2.73745
H 4.45043 -0.02743 -1.98245
H 3.30143 -1.56843 0.10355
H 3.14443 0.07857 -0.10045
C -0.80857 -5.20543 1.44255
C -1.23057 -3.68943 1.69055
C -0.81757 -2.87243 0.45655
O -1.96257 -2.80543 -0.33345
C -3.06157 -3.10443 0.43855
O -4.27657 -2.99643 0.16455
O -2.65057 -3.48443 1.62655
H -1.33957 -5.65043 0.71455
H -1.10357 -5.55343 2.43555
H 0.11543 -5.23643 1.30155
H -0.67957 -3.31543 2.66255
H 0.07143 -3.41643 -0.06945
H -0.75957 -1.59443 0.86355
C -0.32657 4.76557 1.38055
C 1.08943 4.30557 1.43455
C 1.28843 3.11857 0.43755
O 2.21143 3.58857 -0.58745
C 2.49343 4.78257 -0.22145
O 3.30343 5.48657 -0.89345
O 2.01243 5.24057 0.84455
H -0.51357 5.13857 0.32955
H -0.51057 5.63357 1.75955
H -1.06657 4.10757 1.59055
H 1.57843 4.11157 2.34955
H 0.39043 2.54657 0.03455
H 1.86843 2.26757 0.97755
*
```

Entry 4:
This record from OMol25 describes a molecular structure, C24H35N7O5Ru at a distorted geometry. The level of theory is the ωB97M-V functional and the def2-TZVPD basis.

Results
Highest occupied orbital energy (alpha / beta)   -17.2353 / -17.3956 eV
Lowest unoccupied orbital energy (alpha / beta)   -0.337 / -0.418 hartree
Gap between HOMO and LUMO (alpha / beta)   0.2967 / 0.2215 hartree

```
! wB97M-V def2-TZVPD RIJCOSX def2/J DEFGRID3
* xyz 3 6
Ru -1.78440 0.56195 0.98890
C -4.39328 1.13070 2.48699
C -4.31621 2.52487 1.86439
N -3.21540 2.61394 0.87410
C -3.65623 2.85943 -0.52517
C -2.88673 1.99752 -1.50227
N -2.68829 0.61986 -0.97085
C -3.89259 -0.27092 -0.93229
C -4.78325 -0.01250 0.27324
N -3.96868 0.09304 1.51396
H -3.71751 1.05169 3.33948
H -5.40073 0.94840 2.86025
H -5.25527 2.78403 1.37991
H -4.17861 3.25369 2.66186
H -2.57433 3.35138 1.13417
H -4.72338 2.67152 -0.60058
H -3.51161 3.90288 -0.80107
H -3.39576 1.97261 -2.46667
H -1.89226 2.40832 -1.66108
H -2.01401 0.17060 -1.58511
H -4.46777 -0.16990 -1.85283
H -3.51640 -1.29253 -0.88569
H -5.35937 0.89875 0.15203
H -5.50530 -0.82364 0.35127
H -3.93180 -0.80086 1.98740
O -1.23158 -0.39048 2.61358
O -1.65286 -1.40290 1.92224
C 3.47112 -3.65177 -1.24600
N 2.56600 -2.72182 -0.56313
N 1.52261 -2.16871 -1.13580
C 0.85771 -1.36814 -0.14540
O -0.10064 -0.66695 -0.45956
C 1.61068 -1.53364 1.06801
C 2.65417 -2.34213 0.78675
C 3.74800 -2.84413 1.65573
C 1.17620 -2.27324 -2.51580
C 2.11481 -1.97112 -3.49724
C 1.74902 -2.09474 -4.82561
C 0.46559 -2.51553 -5.15803
C -0.46681 -2.79728 -4.16472
C -0.11912 -2.67212 -2.83255
H 2.94856 -4.11886 -2.07527
H 3.77827 -4.40287 -0.52469
H 4.34630 -3.11908 -1.61105
H 1.38794 -1.08805 2.02458
H 3.70020 -2.34725 2.62129
H 4.72701 -2.65020 1.21273
H 3.65271 -3.92247 1.81356
H 3.09937 -1.60772 -3.22800
H 2.46320 -1.85634 -5.60294
H 0.19108 -2.62783 -6.19925
H -1.45724 -3.14119 -4.43385
H -0.81806 -2.93181 -2.04611
O 4.71688 0.35825 -1.22929
C 5.07444 1.16588 -0.10507
N 3.85654 1.69122 0.45596
C 3.42036 1.39670 1.70779
O 3.98120 0.68380 2.51315
C 2.07782 1.97191 2.07758
C 1.86609 2.53153 3.33265
C 0.58473 2.92796 3.68235
C -0.45905 2.65153 2.81929
N -0.27005 2.06996 1.62358
C 0.99448 1.78495 1.25253
H 5.46553 0.35216 -1.83754
H 5.71549 1.98832 -0.40996
H 5.56627 0.59104 0.66847
H 3.33538 2.34005 -0.11148
H 2.69966 2.64770 4.01642
H 0.38337 3.40168 4.63391
H -1.48078 2.87740 3.10205
H 1.11656 1.35149 0.26981
*
```

Entry 5:
This record from OMol25 describes a gas-phase ion, C9H14N3 (charge +1) at a distorted geometry. The level of theory is the ωB97M-V functional and the def2-TZVPD basis.

Results
Highest occupied orbital energy   -11.8689 eV
Lowest unoccupied orbital energy   -0.125 hartree
Gap between HOMO and LUMO   0.3109 hartree
SMILES   C[C@H]1c2ccccc2N(N)[C@@H]1[NH3+]

```
! wB97M-V def2-TZVPD RIJCOSX def2/J DEFGRID3
* xyz 1 1
C 3.37036 0.62311 -0.48930
C 3.39258 -0.71218 -0.14533
C 2.12708 1.30458 -0.53287
C 2.26037 -1.46223 0.06322
C 0.90644 0.56496 -0.16912
C 1.01739 -0.80377 0.02829
C -0.59327 1.02965 -0.17982
C -1.36211 -0.24272 -0.06915
C -0.86252 2.03495 0.96958
N -0.26496 -1.52653 -0.15244
N -0.54107 -2.55934 0.67944
N -2.34823 -0.56686 -1.14264
H 4.30741 1.09673 -0.77735
H 4.27244 -1.24548 -0.06473
H 2.13655 2.33233 -0.79228
H 2.27712 -2.51306 -0.07891
H -0.70162 1.50181 -1.16220
H -1.79709 -0.23285 0.97014
H -0.63178 1.49965 1.86288
H -1.97309 2.16213 0.95330
H -0.22301 2.92875 0.87508
H -0.02451 -2.39334 1.62119
H -0.33146 -3.54522 0.27883
H -3.02608 0.16176 -1.26486
H -2.90665 -1.45108 -1.07130
H -1.89340 -0.72318 -2.01961
*
```

Respective electronic energy values: -63920.33865 -18195.63965 -45815.13987 -48676.16519 -14021.76289 eV.